1.
Entry from OMol25: a cluster of 2 separate species, C6H15NO in total at a distorted geometry (wB97M-V/def2-TZVPD).

Last columns: bonded neighbours and bond lengths (Å).
Cartesian coordinates (Å):
1 C 3.414 0.633 -0.301  C2 1.546, H8 1.105, H9 1.045, H10 1.147
2 C 1.989 0.543 0.294  C1 1.546, C3 1.563, H11 1.104, H12 1.103
3 C 1.157 -0.400 -0.634  C2 1.563, C4 1.533, H13 1.056, H14 1.091
4 C -0.310 -0.680 -0.289  C3 1.533, C5 1.350, C7 1.523
5 C -1.325 -0.313 -1.102  C4 1.350, N6 1.431, H15 1.073
6 N -2.732 -0.567 -1.047  C5 1.431, H16 1.037, H17 1.028
7 C -0.705 -1.625 0.837  C4 1.523, H18 1.103, H19 1.036, H20 1.089
8 H 3.484 0.996 -1.342  C1 1.105
9 H 3.924 1.102 0.481  C1 1.045
10 H 3.782 -0.426 -0.542  C1 1.147
11 H 1.482 1.497 0.522  C2 1.104
12 H 2.012 0.143 1.321  C2 1.103
13 H 1.066 -0.046 -1.624  C3 1.056
14 H 1.728 -1.312 -0.817  C3 1.091
15 H -0.799 0.329 -1.783  C5 1.073
16 H -2.975 -1.040 -0.158  N6 1.037
17 H -3.198 0.349 -1.094  N6 1.028
18 H -0.041 -2.148 1.545  C7 1.103
19 H -1.329 -2.385 0.511  C7 1.036
20 H -1.158 -1.048 1.643  C7 1.089
21 H -0.493 1.873 1.312  O23 1.059
22 H -1.803 2.503 1.085  O23 0.954
23 O -1.484 1.830 1.680  H21 1.059, H22 0.954

Its SMILES is CCC/C(C)=C/N.O. Its multiplicity is 1. Its LUMO energy is 0.65 eV. The total energy comes out at -367.52213 a.u. The net charge is 0. The energy above the lowest of the compared OMol25 structures with the same formula, charge and spin is 286.62 kJ/mol. As for the HOMO-LUMO gap: 8.76 eV. The strongest force on any atom is 0.079 Eh/bohr.

---

2.
Entry from OMol25: a cluster of 2 separate species, C6H15NO in total at a distorted geometry (wB97M-V/def2-TZVPD).

Last columns: bonded neighbours and bond lengths (Å).
Cartesian coordinates (Å):
1 C -0.132 1.745 0.477  C2 1.535, N7 1.470, H8 1.093, H9 1.094
2 C -0.883 0.411 0.588  C1 1.535, C3 1.529, H10 1.098, H11 1.082
3 C -0.353 -0.628 -0.401  C2 1.529, C4 1.334, C6 1.500
4 C 0.520 -1.538 0.036  C3 1.334, C5 1.503, H12 1.082
5 C 1.074 -2.591 -0.882  C4 1.503, H13 1.089, H14 1.088, H15 1.095
6 C -0.739 -0.548 -1.847  C3 1.500, H16 1.086, H17 1.091, H18 1.095
7 N -0.207 2.405 -0.834  C1 1.470, H19 1.016, H20 1.015
8 H -0.343 2.426 1.305  C1 1.093
9 H 0.914 1.471 0.641  C1 1.094
10 H -1.943 0.483 0.313  C2 1.098
11 H -0.737 0.056 1.599  C2 1.082
12 H 0.721 -1.628 1.096  C4 1.082
13 H 0.308 -3.256 -1.279  C5 1.089
14 H 1.779 -2.225 -1.625  C5 1.088
15 H 1.703 -3.294 -0.326  C5 1.095
16 H -1.428 0.274 -2.018  C6 1.086
17 H 0.133 -0.462 -2.497  C6 1.091
18 H -1.261 -1.432 -2.231  C6 1.095
19 H -0.522 3.365 -0.729  N7 1.016
20 H -0.980 2.034 -1.377  N7 1.015
21 H 0.523 0.277 3.683  O23 0.958
22 H 0.829 1.795 3.199  O23 0.961
23 O 1.025 0.858 3.110  H21 0.958, H22 0.961

Its SMILES is C/C=C(\C)CCN.O. Its multiplicity is 1. Its LUMO energy is 0.72 eV. The total energy comes out at -367.55965 a.u. The net charge is 0. The energy above the lowest of the compared OMol25 structures with the same formula, charge and spin is 188.10 kJ/mol. As for the HOMO-LUMO gap: 9.40 eV. The strongest force on any atom is 0.031 Eh/bohr.

---

3.
Entry from OMol25: a cluster of 2 separate species, C6H15NO in total at a distorted geometry (wB97M-V/def2-TZVPD).

Last columns: bonded neighbours and bond lengths (Å).
Cartesian coordinates (Å):
1 C 1.577 2.870 1.446  N2 1.464, H5 1.114, H6 1.139, H7 1.076
2 N 1.445 1.413 1.384  C1 1.464, C3 1.455, C4 1.466
3 C 0.048 1.021 1.493  N2 1.455, H8 1.108, H9 1.110, H10 1.088
4 C 2.013 0.911 0.129  N2 1.466, H11 1.097, H12 1.089, H13 1.126
5 H 1.178 3.201 2.433  C1 1.114
6 H 1.038 3.356 0.567  C1 1.139
7 H 2.614 3.154 1.427  C1 1.076
8 H -0.017 -0.086 1.486  C3 1.108
9 H -0.353 1.392 2.459  C3 1.110
10 H -0.583 1.411 0.697  C3 1.088
11 H 1.921 -0.181 0.077  C4 1.097
12 H 3.064 1.188 0.072  C4 1.089
13 H 1.523 1.358 -0.781  C4 1.126
14 C -1.174 -2.270 -0.619  O15 1.438, C16 1.501, H18 1.151, H19 1.106
15 O -0.725 -3.148 -1.666  C14 1.438, H20 0.987
16 C -1.153 -0.871 -1.161  C14 1.501, C17 1.349, H21 1.101
17 C -2.250 -0.086 -1.207  C16 1.349, H22 1.151, H23 1.110
18 H -0.461 -2.362 0.279  C14 1.151
19 H -2.187 -2.539 -0.267  C14 1.106
20 H -0.790 -4.075 -1.333  O15 0.987
21 H -0.165 -0.505 -1.479  C16 1.101
22 H -2.219 0.982 -1.636  C17 1.151
23 H -3.233 -0.454 -0.846  C17 1.110

Its SMILES is CN(C)C.C=CCO. Its multiplicity is 1. Its LUMO energy is 0.83 eV. The total energy comes out at -367.52984 a.u. The net charge is 0. The energy above the lowest of the compared OMol25 structures with the same formula, charge and spin is 266.38 kJ/mol. As for the HOMO-LUMO gap: 9.43 eV. The strongest force on any atom is 0.039 Eh/bohr.

---

4.
Entry from OMol25: a cluster of 3 separate species, C6H15NO in total at a distorted geometry (wB97M-V/def2-TZVPD).

Last columns: bonded neighbours and bond lengths (Å).
Cartesian coordinates (Å):
1 C 0.058 0.232 -0.007  C3 1.363, C5 1.498, C6 1.495
2 C -1.617 1.604 1.578  O8 1.399, H12 1.092, H13 1.085
3 C -0.147 -0.258 1.247  C1 1.363, H14 1.081, H15 1.082
4 C 1.347 -1.903 -0.120  N7 1.415, H16 1.085, H17 1.083
5 C 1.152 1.214 -0.300  C1 1.498, H18 1.089, H19 1.093, H20 1.094
6 C -0.927 0.013 -1.110  C1 1.495, H21 1.094, H22 1.095, H23 1.089
7 N 1.610 -1.917 -1.510  C4 1.415, H10 1.010, H11 1.010
8 O -2.885 1.180 1.171  C2 1.399, H9 0.963
9 H -2.964 1.306 0.220  O8 0.963
10 H 2.549 -1.656 -1.777  N7 1.010
11 H 1.296 -2.740 -2.004  N7 1.010
12 H -1.294 2.559 1.156  C2 1.092
13 H -1.553 1.569 2.661  C2 1.085
14 H -0.932 -0.980 1.431  C3 1.081
15 H 0.592 -0.093 2.020  C3 1.082
16 H 2.195 -1.688 0.521  C4 1.085
17 H 0.705 -2.701 0.231  C4 1.083
18 H 1.836 1.330 0.540  C5 1.089
19 H 0.737 2.193 -0.549  C5 1.093
20 H 1.714 0.869 -1.173  C5 1.094
21 H -1.288 0.964 -1.514  C6 1.094
22 H -0.409 -0.506 -1.923  C6 1.095
23 H -1.774 -0.592 -0.789  C6 1.089

Its multiplicity is 1. Its LUMO energy (alpha / beta) is 0.82 / 0.82 eV. The total energy comes out at -367.40020 a.u. The net charge is 0. The energy above the lowest of the compared OMol25 structures with the same formula, charge and spin is 606.74 kJ/mol. As for the HOMO-LUMO gap (alpha / beta): 6.90 / 6.72 eV. The strongest force on any atom is 0.029 Eh/bohr.

---

5.
Entry from OMol25: a cluster of 2 separate species, C6H15NO in total at a distorted geometry (wB97M-V/def2-TZVPD).

Last columns: bonded neighbours and bond lengths (Å).
Cartesian coordinates (Å):
1 C 0.385 1.813 0.926  C2 1.517, H8 1.092, H9 1.096, H10 1.089
2 C 0.960 0.410 0.975  C1 1.517, C3 1.554, N7 1.477, H11 1.084
3 C -0.024 -0.678 1.488  C2 1.554, C4 1.535, H12 1.093, H13 1.089
4 C -0.371 -1.619 0.325  C3 1.535, C5 1.332, H14 1.087
5 C -1.052 -1.200 -0.741  C4 1.332, C6 1.520, H15 1.086
6 C -1.004 -2.050 -1.999  C5 1.520, H16 1.092, H17 1.093, H18 1.090
7 N 2.160 0.509 1.831  C2 1.477, H19 1.011, H20 1.011
8 H 0.944 2.411 0.203  C1 1.092
9 H -0.637 1.850 0.534  C1 1.096
10 H 0.358 2.356 1.869  C1 1.089
11 H 1.409 0.162 0.020  C2 1.084
12 H -0.971 -0.328 1.907  C3 1.093
13 H 0.523 -1.189 2.278  C3 1.089
14 H 0.205 -2.540 0.354  C4 1.087
15 H -1.928 -0.558 -0.715  C5 1.086
16 H -1.557 -2.984 -1.880  C6 1.092
17 H -1.483 -1.583 -2.863  C6 1.093
18 H 0.000 -2.367 -2.280  C6 1.090
19 H 1.947 0.624 2.812  N7 1.011
20 H 2.804 -0.264 1.719  N7 1.011
21 H -1.406 2.260 -1.665  O23 0.960
22 H -0.640 2.346 -3.009  O23 0.959
23 O -0.622 2.616 -2.089  H21 0.960, H22 0.959

Its SMILES is C/C=C/C[C@@H](C)N.O. Its multiplicity is 1. Its LUMO energy is 0.81 eV. The total energy comes out at -367.54580 a.u. The net charge is 0. The energy above the lowest of the compared OMol25 structures with the same formula, charge and spin is 224.46 kJ/mol. As for the HOMO-LUMO gap: 9.51 eV. The strongest force on any atom is 0.049 Eh/bohr.

---

6.
Entry from OMol25: an isolated molecule of C6H15NO at a distorted geometry (wB97M-V/def2-TZVPD).

Last columns: bonded neighbours and bond lengths (Å).
Cartesian coordinates (Å):
1 C 0.366 2.298 0.873  C2 1.518, C3 1.552, H9 1.098, H10 1.087
2 C 1.288 1.818 1.979  C1 1.518, H11 1.094, H12 1.085, H13 1.095
3 C 0.245 1.300 -0.310  C1 1.552, N4 1.449, H14 1.096, H15 1.094
4 N -0.660 0.219 0.022  C3 1.449, C6 1.465, H16 1.012
5 C 0.886 -1.641 -0.716  C6 1.569, H17 1.094, H18 1.084, H19 1.085
6 C -0.519 -0.955 -0.845  N4 1.465, C5 1.569, C7 1.536, H20 1.093
7 C -1.729 -1.855 -0.554  C6 1.536, O8 1.448, H21 1.091, H22 1.088
8 O -2.100 -2.681 -1.684  C7 1.448, H23 0.946
9 H -0.670 2.340 1.231  C1 1.098
10 H 0.591 3.287 0.482  C1 1.087
11 H 1.723 0.849 1.719  C2 1.094
12 H 0.833 1.872 2.963  C2 1.085
13 H 2.193 2.432 2.038  C2 1.095
14 H -0.051 1.827 -1.223  C3 1.096
15 H 1.276 1.003 -0.526  C3 1.094
16 H -0.651 0.014 1.013  N4 1.012
17 H 0.806 -2.714 -0.521  C5 1.094
18 H 1.407 -1.360 -1.625  C5 1.084
19 H 1.376 -1.308 0.193  C5 1.085
20 H -0.657 -0.609 -1.873  C6 1.093
21 H -2.576 -1.190 -0.377  C7 1.091
22 H -1.641 -2.602 0.232  C7 1.088
23 H -1.737 -2.345 -2.489  O8 0.946

Its SMILES is CCCN[C@@H](C)CO. Its multiplicity is 1. Its LUMO energy is 1.02 eV. The total energy comes out at -367.56243 a.u. The net charge is 0. The energy above the lowest of the compared OMol25 structures with the same formula, charge and spin is 180.80 kJ/mol. As for the HOMO-LUMO gap: 9.82 eV. The strongest force on any atom is 0.034 Eh/bohr.

---

7.
Entry from OMol25: an isolated molecule of C6H15NO at a distorted geometry (wB97M-V/def2-TZVPD).

Last columns: bonded neighbours and bond lengths (Å).
Cartesian coordinates (Å):
1 C -0.248 -0.305 -1.542  N2 1.441, C7 1.572, H9 1.096, H10 1.106
2 N 0.473 -0.092 -0.313  C1 1.441, C3 1.452, H11 1.002
3 C -0.115 -0.648 0.892  N2 1.452, C4 1.561, H12 1.125, H13 1.112
4 C -0.751 0.495 1.743  C3 1.561, C5 1.493, O6 1.456, H14 1.093
5 C -1.853 -0.037 2.598  C4 1.493, H15 1.073, H16 1.129, H17 1.113
6 O 0.347 0.912 2.604  C4 1.456, H18 0.959
7 C 0.517 0.357 -2.745  C1 1.572, C8 1.542, H19 1.088, H20 1.086
8 C 1.640 -0.604 -3.185  C7 1.542, H21 1.110, H22 1.134, H23 1.129
9 H -0.525 -1.317 -1.857  C1 1.096
10 H -1.237 0.190 -1.556  C1 1.106
11 H 1.460 -0.259 -0.365  N2 1.002
12 H -0.845 -1.484 0.707  C3 1.125
13 H 0.710 -1.094 1.490  C3 1.112
14 H -0.928 1.373 1.117  C4 1.093
15 H -2.811 0.274 2.227  C5 1.073
16 H -1.922 -1.163 2.568  C5 1.129
17 H -1.810 0.243 3.675  C5 1.113
18 H 0.444 1.865 2.578  O6 0.959
19 H 0.922 1.333 -2.486  C7 1.088
20 H -0.220 0.379 -3.541  C7 1.086
21 H 1.240 -1.460 -3.767  C8 1.110
22 H 2.530 -0.168 -3.736  C8 1.134
23 H 2.082 -1.079 -2.261  C8 1.129

Its SMILES is CCCNC[C@@H](C)O. Its multiplicity is 1. Its LUMO energy is 1.08 eV. The total energy comes out at -367.56081 a.u. The net charge is 0. The energy above the lowest of the compared OMol25 structures with the same formula, charge and spin is 185.07 kJ/mol. As for the HOMO-LUMO gap: 9.68 eV. The strongest force on any atom is 0.046 Eh/bohr.

---

8.
Entry from OMol25: an isolated molecule of C6H15NO at a distorted geometry (wB97M-V/def2-TZVPD).

Last columns: bonded neighbours and bond lengths (Å).
Cartesian coordinates (Å):
1 C -1.214 0.697 -2.302  O2 1.439, C3 1.527, H9 1.092, H10 1.099
2 O -1.715 -0.028 -3.439  C1 1.439, H11 0.963
3 C -1.764 0.328 -0.927  C1 1.527, C4 1.539, H12 1.094, H13 1.078
4 C -0.872 0.844 0.216  C3 1.539, C5 1.562, H14 1.093, H15 1.074
5 C -0.543 -0.368 1.145  C4 1.562, C6 1.560, H16 1.087, H17 1.102
6 C 0.751 -0.099 1.972  C5 1.560, C7 1.484, H18 1.112, H19 1.098
7 C 1.938 -0.017 1.085  C6 1.484, N8 1.464, H20 1.123, H21 1.118
8 N 2.675 -1.275 0.945  C7 1.464, H22 1.010, H23 1.012
9 H -1.351 1.726 -2.642  C1 1.092
10 H -0.117 0.699 -2.244  C1 1.099
11 H -1.123 -0.785 -3.491  O2 0.963
12 H -1.640 -0.757 -0.856  C3 1.094
13 H -2.815 0.564 -0.868  C3 1.078
14 H -0.012 1.452 -0.076  C4 1.093
15 H -1.435 1.486 0.869  C4 1.074
16 H -0.387 -1.327 0.657  C5 1.087
17 H -1.384 -0.427 1.854  C5 1.102
18 H 0.954 -0.998 2.594  C6 1.112
19 H 0.630 0.755 2.652  C6 1.098
20 H 1.786 0.360 0.038  C7 1.123
21 H 2.614 0.799 1.439  C7 1.118
22 H 2.790 -1.563 -0.016  N8 1.010
23 H 2.233 -2.066 1.397  N8 1.012

Its SMILES is NCCCCCCO. Its multiplicity is 1. Its LUMO energy is 0.80 eV. The total energy comes out at -367.55606 a.u. The net charge is 0. The energy above the lowest of the compared OMol25 structures with the same formula, charge and spin is 197.54 kJ/mol. As for the HOMO-LUMO gap: 9.86 eV. The strongest force on any atom is 0.058 Eh/bohr.

---

9.
Entry from OMol25: an isolated molecule of C6H15NO at a distorted geometry (wB97M-V/def2-TZVPD).

Last columns: bonded neighbours and bond lengths (Å).
Cartesian coordinates (Å):
1 C 0.160 1.224 -0.483  N2 1.483, C5 1.526, H9 1.089, H10 1.167
2 N -1.263 0.922 -0.771  C1 1.483, C3 1.534, H11 0.979
3 C -1.456 1.353 -2.230  N2 1.534, O4 1.395, H12 1.206, H13 1.104
4 O -2.575 0.729 -2.780  C3 1.395, H14 1.024
5 C 0.648 0.559 0.800  C1 1.526, C6 1.533, H15 1.117, H16 1.167
6 C 0.539 -0.969 0.808  C5 1.533, C7 1.487, C8 1.497, H17 1.165
7 C 1.907 -1.501 0.570  C6 1.487, H18 1.093, H19 1.146, H20 1.145
8 C 0.010 -1.360 2.154  C6 1.497, H21 1.026, H22 1.088, H23 1.094
9 H 0.761 0.889 -1.327  C1 1.089
10 H 0.316 2.359 -0.263  C1 1.167
11 H -1.591 0.042 -0.495  N2 0.979
12 H -0.543 0.917 -2.888  C3 1.206
13 H -1.587 2.449 -2.233  C3 1.104
14 H -3.482 0.966 -2.370  O4 1.024
15 H 1.661 1.023 0.888  C5 1.117
16 H 0.163 1.044 1.744  C5 1.167
17 H -0.103 -1.285 -0.112  C6 1.165
18 H 2.659 -0.834 0.139  C7 1.093
19 H 2.455 -1.752 1.544  C7 1.146
20 H 1.916 -2.443 -0.080  C7 1.145
21 H 0.607 -1.316 2.987  C8 1.026
22 H -0.793 -0.651 2.352  C8 1.088
23 H -0.409 -2.365 2.045  C8 1.094

Its SMILES is CC(C)CCNCO. Its multiplicity is 1. Its LUMO energy is 0.99 eV. The total energy comes out at -367.52327 a.u. The net charge is 0. The energy above the lowest of the compared OMol25 structures with the same formula, charge and spin is 283.63 kJ/mol. As for the HOMO-LUMO gap: 9.81 eV. The strongest force on any atom is 0.091 Eh/bohr.

---

10.
Entry from OMol25: a cluster of 2 separate species, C6H15NO in total at a distorted geometry (wB97M-V/def2-TZVPD).

Last columns: bonded neighbours and bond lengths (Å).
Cartesian coordinates (Å):
1 C 1.270 -0.047 -2.469  C2 1.571, H8 1.092, H9 1.060, H10 1.101
2 C 0.282 0.688 -1.493  C1 1.571, C5 1.509, H11 0.974, H12 1.070
3 N 0.984 0.826 1.611  C4 1.423, H13 1.027, H14 0.945
4 C 0.436 -0.264 0.879  N3 1.423, C5 1.367, C7 1.501
5 C -0.101 -0.254 -0.378  C2 1.509, C4 1.367, C6 1.460
6 C -1.148 -1.173 -0.815  C5 1.460, H15 1.093, H16 1.045, H17 1.217
7 C 0.443 -1.442 1.810  C4 1.501, H18 1.132, H19 1.103, H20 1.052
8 H 0.969 -1.002 -2.904  C1 1.092
9 H 2.211 -0.114 -1.985  C1 1.060
10 H 1.476 0.673 -3.275  C1 1.101
11 H 0.659 1.581 -1.393  C2 0.974
12 H -0.576 0.962 -2.069  C2 1.070
13 H 1.111 1.766 1.217  N3 1.027
14 H 1.601 0.633 2.300  N3 0.945
15 H -2.144 -0.842 -0.508  C6 1.093
16 H -1.093 -1.359 -1.842  C6 1.045
17 H -1.022 -2.269 -0.301  C6 1.217
18 H 0.854 -2.326 1.234  C7 1.132
19 H 1.136 -1.585 2.656  C7 1.103
20 H -0.545 -1.613 2.131  C7 1.052
21 H -1.711 1.897 0.018  O23 1.007
22 H -1.084 1.327 1.277  O23 0.987
23 O -1.977 1.431 0.870  H21 1.007, H22 0.987

Its SMILES is CC/C(C)=C(/C)N.O. Its multiplicity is 1. Its LUMO energy is 0.80 eV. The total energy comes out at -367.52086 a.u. The net charge is 0. The energy above the lowest of the compared OMol25 structures with the same formula, charge and spin is 289.96 kJ/mol. As for the HOMO-LUMO gap: 8.31 eV. The strongest force on any atom is 0.112 Eh/bohr.